This record from OMol25 describes an isolated molecule of C5H4N2 at a distorted geometry. The level of theory is wB97M-V/def2-TZVPD.

energy above the lowest of the compared OMol25 structures with the same formula, charge and spin	589.4	kJ/mol
orbital gap	8.439	eV
maximum force	1.24	eV/Å
HOMO	-8.59	eV
LUMO	-0.156	eV
M	92.1	u
spin multiplicity	1

Element x y z (Å)
1 C 1.158 -0.810 0.062
2 C 1.830 0.423 -0.075
3 C 0.532 0.803 0.435
4 C -0.085 -0.508 0.832
5 N -1.077 -0.571 -0.189
6 N -1.284 0.609 -0.832
7 C -0.430 1.493 -0.372
8 H 1.217 -1.750 -0.505
9 H -0.347 -0.872 1.829
10 H -1.416 -1.461 -0.526
11 H -0.326 2.509 -0.745



This record from OMol25 describes a cluster of 2 separate species, C2H8N2 in total at a distorted geometry. The level of theory is wB97M-V/def2-TZVPD.

energy above the lowest of the compared OMol25 structures with the same formula, charge and spin	38.5	kJ/mol
charge	-1
orbital gap (alpha / beta)	2.807 / 9.510	eV
maximum force	1.51	eV/Å
HOMO (alpha / beta)	1.48 / -5.23	eV
LUMO (alpha / beta)	4.289 / 4.282	eV
M	60.1	u
spin multiplicity	2

Element x y z (Å)
1 C -2.192 -1.270 -0.784
2 H -2.095 -2.226 -0.268
3 H -1.598 -1.415 -1.691
4 H -1.787 -0.467 -0.172
5 H -3.210 -0.988 -1.054
6 N 1.620 0.552 1.563
7 C 1.727 0.923 0.229
8 N 0.965 1.797 -0.284
9 H 2.405 0.338 2.153
10 H 0.661 0.617 1.872
11 H 2.386 0.230 -0.279
12 H 1.118 1.909 -1.286



This record from OMol25 describes a cluster of 2 separate species, C6H8N2O in total at a distorted geometry. The level of theory is wB97M-V/def2-TZVPD.

energy above the lowest of the compared OMol25 structures with the same formula, charge and spin	456.8	kJ/mol
orbital gap	8.197	eV
maximum force	1.38	eV/Å
HOMO	-8.70	eV
LUMO	-0.506	eV
M	124.1	u
spin multiplicity	1

Element x y z (Å)
1 C 1.556 -0.446 0.668
2 C -0.945 -0.772 -1.523
3 C 0.154 -0.253 1.263
4 C 0.705 0.385 -0.183
5 N -1.938 -1.025 -0.724
6 C 0.845 1.510 -0.874
7 C 0.000 0.860 2.196
8 O -0.700 -1.230 1.381
9 N -0.145 1.714 2.956
10 H -1.577 -1.299 0.334
11 H -2.724 -0.384 -0.759
12 H 1.700 -1.482 0.375
13 H 2.417 0.002 1.159
14 H -0.123 -1.475 -1.553
15 H -1.041 -0.075 -2.346
16 H 1.822 1.847 -1.213
17 H -0.005 2.122 -1.155



This record from OMol25 describes a cluster of 2 separate species, C2H3ClF2O in total at a distorted geometry. The level of theory is wB97M-V/def2-TZVPD.

energy above the lowest of the compared OMol25 structures with the same formula, charge and spin	334.6	kJ/mol
orbital gap	9.129	eV
maximum force	5.11	eV/Å
HOMO	-9.40	eV
LUMO	-0.275	eV
M	116.5	u
spin multiplicity	1

Element x y z (Å)
1 C 0.181 0.756 -0.077
2 C -2.502 1.496 -0.128
3 O -0.773 0.778 0.900
4 F -2.251 1.216 -1.337
5 F -2.536 2.823 0.127
6 Cl -3.637 0.602 0.659
7 H 0.599 1.797 -0.239
8 H -0.350 0.418 -0.943
9 H 0.882 0.091 0.266



This record from OMol25 describes the ion C4H6BrN2 with charge +1 at a distorted geometry. The level of theory is wB97M-V/def2-TZVPD.

energy above the lowest of the compared OMol25 structures with the same formula, charge and spin	535.2	kJ/mol
charge	+1
orbital gap (alpha / beta)	7.806 / 7.806	eV
maximum force	3.41	eV/Å
HOMO (alpha / beta)	-14.00 / -14.00	eV
LUMO (alpha / beta)	-6.196 / -6.196	eV
M	162.0	u
spin multiplicity	1

Element x y z (Å)
1 C 0.354 0.198 0.809
2 C -0.218 0.548 -0.529
3 C -1.174 -0.902 2.458
4 C 0.752 0.299 -1.688
5 N -0.082 -0.566 1.715
6 N -1.283 1.189 -0.632
7 Br -2.014 -2.410 2.145
8 H 1.410 0.263 0.801
9 H 0.330 -0.556 -2.159
10 H 0.875 1.148 -2.315
11 H 1.832 0.134 -1.269
12 H 0.728 -0.707 2.316
13 H -1.513 1.360 -1.650



This record from OMol25 describes a cluster of 6 separate species, C24H29N6O11 in total at a distorted geometry. The level of theory is wB97M-V/def2-TZVPD.

energy above the lowest of the compared OMol25 structures with the same formula, charge and spin	96.3	kJ/mol
charge	-1
orbital gap	6.638	eV
maximum force	10.63	eV/Å
HOMO	-5.83	eV
LUMO	0.807	eV
M	577.5	u
spin multiplicity	1

Element x y z (Å)
1 N 1.911 -0.310 -0.128
2 O 2.727 -0.323 0.781
3 O 1.995 -1.334 -1.001
4 O 0.910 0.414 -0.006
5 C 2.368 3.885 -3.110
6 C 1.839 3.504 -1.770
7 C 0.513 4.101 -1.226
8 C -0.211 5.171 -1.996
9 C 0.413 5.639 -3.391
10 C 1.760 4.957 -3.890
11 N -1.419 5.750 -1.574
12 O -1.605 6.924 -1.822
13 O -1.963 5.204 -0.624
14 H 3.239 3.426 -3.568
15 H 2.168 2.757 -1.234
16 H 0.367 3.807 -0.242
17 H 0.021 6.471 -3.873
18 H 1.833 5.112 -5.036
19 C -3.612 2.642 0.914
20 C -5.094 2.058 1.404
21 C -5.234 0.560 1.660
22 C -4.012 -0.391 1.490
23 C -2.592 0.181 1.208
24 C -2.565 1.671 0.758
25 N -4.175 -1.801 1.678
26 O -3.198 -2.502 2.302
27 O -5.300 -2.182 1.585
28 H -3.530 3.754 1.034
29 H -5.803 2.741 1.311
30 H -6.100 0.270 2.085
31 H -1.716 -0.474 0.840
32 H -1.515 2.054 0.340
33 C 0.993 -4.772 2.860
34 C 1.154 -3.530 2.001
35 C 0.085 -3.189 1.061
36 C -0.961 -4.227 0.657
37 C -1.012 -5.544 1.433
38 C -0.007 -5.715 2.632
39 N -2.010 -3.929 -0.388
40 O -2.640 -4.940 -0.780
41 O -2.179 -2.820 -0.724
42 H 1.743 -5.137 3.584
43 H 1.895 -2.822 2.288
44 H -0.019 -2.216 0.528
45 H -1.674 -6.291 1.099
46 H -0.091 -6.609 3.117
47 C 2.300 3.609 1.991
48 O 2.730 4.679 1.667
49 N 1.626 3.381 3.046
50 C 1.028 2.154 3.378
51 C 1.092 4.635 3.882
52 H 2.378 2.695 1.371
53 H 0.145 1.989 2.850
54 H 0.709 2.015 4.428
55 H 1.893 1.247 3.109
56 H 0.548 5.215 3.186
57 H 1.840 5.272 4.151
58 H 0.266 4.329 4.554
59 C 3.356 -3.722 -2.977
60 O 4.371 -3.832 -3.565
61 N 2.299 -4.390 -3.327
62 C 0.978 -4.291 -2.765
63 C 2.349 -5.269 -4.507
64 H 3.159 -2.883 -2.290
65 H 0.245 -4.383 -3.507
66 H 0.954 -3.269 -2.206
67 H 0.905 -4.818 -1.876
68 H 1.604 -6.008 -4.757
69 H 3.210 -5.803 -4.647
70 H 2.317 -4.548 -5.455



This record from OMol25 describes an isolated molecule of C13H30N2Si at a distorted geometry. The level of theory is wB97M-V/def2-TZVPD.

orbital gap	7.550	eV
maximum force	2.32	eV/Å
SMILES	CC(C)(C)N/C=C\N(C(C)(C)C)[Si](C)(C)C
HOMO	-6.80	eV
LUMO	0.745	eV
M	242.5	u
spin multiplicity	1

Element x y z (Å)
1 C 0.592 1.000 -3.372
2 C 1.328 1.555 -2.148
3 C 2.759 1.050 -2.193
4 C 1.247 3.091 -2.139
5 N 0.746 0.994 -0.896
6 C 0.996 1.456 0.394
7 C 0.552 0.791 1.454
8 N -0.211 -0.370 1.266
9 C 0.372 -1.694 1.742
10 C 1.347 -1.554 2.913
11 C 1.147 -2.232 0.548
12 C -0.697 -2.685 2.087
13 Si -1.922 -0.162 0.608
14 C -2.388 -1.323 -0.837
15 C -2.067 1.604 0.020
16 C -3.037 -0.315 2.141
17 H 0.997 1.477 -4.277
18 H 0.743 -0.095 -3.439
19 H -0.491 1.190 -3.343
20 H 2.762 0.006 -1.887
21 H 3.245 1.158 -3.148
22 H 3.347 1.616 -1.483
23 H 1.693 3.539 -1.273
24 H 1.733 3.478 -3.041
25 H 0.216 3.439 -2.192
26 H 0.317 0.077 -1.029
27 H 1.608 2.323 0.557
28 H 0.964 1.033 2.420
29 H 0.941 -1.059 3.819
30 H 2.199 -0.940 2.600
31 H 1.711 -2.521 3.206
32 H 1.651 -3.197 0.802
33 H 0.445 -2.453 -0.265
34 H 1.899 -1.557 0.177
35 H -1.394 -2.799 1.232
36 H -1.323 -2.355 2.944
37 H -0.323 -3.654 2.300
38 H -1.928 -2.298 -0.701
39 H -2.109 -0.924 -1.808
40 H -3.483 -1.448 -0.843
41 H -3.082 1.901 0.291
42 H -1.350 2.178 0.569
43 H -1.847 1.785 -1.041
44 H -3.206 -1.378 2.301
45 H -3.994 0.105 1.880
46 H -2.705 0.164 3.085